{"formula": "C44H58F3IrN7O4", "method": "ωB97M-V/def2-TZVPD", "homo_ev": [-7.21, -7.88], "e_tot_ev": -76178.772, "multiplicity": 6, "lumo_ev": [-0.13, -2.75], "orbital_gap_ha": [0.2602, 0.1882], "charge": 0, "symbols": ["Ir", "C", "N", "C", "C", "C", "N", "C", "C", "C", "C", "C", "C", "C", "O", "C", "C", "C", "C", "C", "C", "C", "C", "C", "C", "C", "C", "C", "C", "C", "O", "C", "C", "C", "C", "C", "C", "C", "C", "H", "H", "H", "H", "H", "H", "H", "H", "H", "H", "H", "H", "H", "H", "H", "H", "H", "H", "H", "H", "H", "H", "H", "H", "H", "H", "H", "H", "H", "H", "H", "H", "H", "H", "H", "H", "H", "H", "H", "H", "H", "H", "H", "H", "H", "H", "H", "H", "H", "H", "H", "H", "H", "H", "F", "C", "F", "F", "C", "O", "O", "N", "C", "N", "C", "N", "N", "C", "C", "C", "C", "N", "C", "C", "H", "H", "H", "H"], "coordinates": [[-0.667282, -0.347950, 0.391322], [-1.941789, 0.753168, -2.553244], [-0.962021, 1.323366, -1.613928], [-1.494602, 2.580273, -1.070328], [0.318687, 1.552777, -2.284939], [1.500536, 1.169351, -1.421695], [1.457000, -0.229364, -0.952901], [2.705076, -0.521755, -0.229702], [2.905000, 0.280472, 1.018391], [3.812728, 1.281224, 1.091310], [4.038613, 1.979791, 2.303955], [3.368633, 1.550909, 3.464214], [2.463331, 0.514438, 3.483968], [2.141220, -0.110600, 2.194831], [1.230064, -0.938176, 2.041586], [1.807799, 0.059367, 4.781920], [2.381411, 0.792843, 5.998118], [2.071264, -1.447703, 4.985242], [0.294835, 0.339531, 4.729940], [5.005480, 3.149588, 2.303440], [6.396510, 2.648579, 1.874332], [5.128708, 3.816230, 3.676120], [4.501539, 4.194886, 1.291978], [1.355861, -1.138937, -2.091790], [1.211386, -2.602452, -1.782715], [2.149604, -3.488951, -2.212086], [1.919093, -4.881659, -2.173701], [0.653495, -5.333128, -1.769947], [-0.358840, -4.497995, -1.339591], [-0.042854, -3.080022, -1.235244], [-0.849389, -2.264496, -0.716147], [-1.755404, -5.034587, -1.023565], [-2.779502, -4.285049, -1.902966], [-2.108810, -4.833327, 0.460787], [-1.872115, -6.530123, -1.335274], [2.996650, -5.832399, -2.670816], [4.342767, -5.485682, -2.014976], [3.113934, -5.665585, -4.197876], [2.668588, -7.295761, -2.358212], [-2.070135, 1.402511, -3.430966], [-2.896288, 0.643379, -2.050605], [-1.613873, -0.235381, -2.885873], [-1.754048, 3.269953, -1.886209], [-0.755837, 3.053599, -0.428164], [-2.387800, 2.370237, -0.482257], [0.429297, 2.607793, -2.553893], [0.339559, 1.000365, -3.222641], [1.533602, 1.806633, -0.537571], [2.421463, 1.340053, -2.001925], [3.552257, -0.339430, -0.909025], [2.705660, -1.578709, 0.034008], [4.361889, 1.558643, 0.195529], [3.574126, 2.064626, 4.389994], [3.461588, 0.644787, 6.096457], [1.907961, 0.393614, 6.897795], [2.170400, 1.865370, 5.964949], [3.145985, -1.643778, 5.064962], [1.667322, -2.039566, 4.165791], [1.595948, -1.773769, 5.914396], [0.098065, 1.416078, 4.725951], [-0.183444, -0.093729, 5.615242], [-0.155866, -0.088764, 3.840752], [6.756191, 1.870741, 2.553491], [7.107823, 3.478186, 1.896474], [6.388524, 2.240533, 0.860767], [5.527654, 3.129961, 4.428740], [4.167317, 4.200740, 4.025827], [5.817148, 4.659907, 3.600553], [4.440573, 3.786239, 0.279430], [5.187334, 5.045130, 1.271629], [3.510143, 4.560288, 1.572302], [2.225625, -1.000768, -2.750708], [0.468229, -0.863595, -2.656964], [3.076779, -3.104526, -2.624979], [0.462607, -6.394616, -1.795864], [-2.800467, -3.221916, -1.665195], [-3.778774, -4.687206, -1.715047], [-2.550745, -4.413203, -2.967657], [-2.195061, -3.780898, 0.717002], [-1.361985, -5.316634, 1.100310], [-3.079028, -5.294966, 0.663708], [-1.680292, -6.753642, -2.390780], [-2.891740, -6.848514, -1.111413], [-1.195118, -7.128727, -0.717992], [4.686317, -4.483304, -2.279932], [5.104942, -6.194257, -2.347768], [4.272132, -5.546571, -0.925372], [3.396439, -4.644714, -4.468508], [2.163703, -5.896916, -4.686021], [3.876896, -6.346154, -4.587960], [2.502262, -7.450279, -1.287820], [3.508564, -7.923643, -2.663345], [1.786329, -7.643322, -2.902109], [-5.130653, 0.760397, -1.059835], [-5.240301, -0.410138, -0.411805], [-5.797073, -1.288368, -1.262056], [-6.100038, -0.227835, 0.606931], [-3.884804, -0.944466, 0.119472], [-3.907490, -2.099981, 0.531424], [-2.944997, -0.085842, 0.073120], [-0.488872, 1.389511, 1.583830], [-0.841655, 2.287488, 2.248649], [-1.135367, 3.205357, 3.068086], [-1.645053, 4.412078, 2.919427], [-2.072959, 5.489748, 2.864528], [-3.353601, -4.395507, 6.483798], [-2.973684, -3.798124, 5.577556], [-2.480719, -3.048552, 4.443184], [-1.393412, -3.519841, 3.717652], [-0.947701, -2.769727, 2.646986], [-1.514284, -1.618076, 2.291190], [-2.563270, -1.178692, 2.981412], [-3.081762, -1.856473, 4.067929], [-0.907650, -4.447782, 3.985717], [-0.103581, -3.099512, 2.054297], [-2.990661, -0.235772, 2.657683], [-3.937607, -1.469554, 4.604110]], "forces_ev_per_angstrom": [[-0.33, 0.07, -0.35], [0.08, 0.07, -0.03], [-0.29, -0.15, -0.05], [-0.09, -0.05, -0.01], [0.00, 0.03, 0.05], [-0.01, -0.04, 0.05], [-0.05, 0.15, 0.13], [-0.04, 0.01, 0.03], [0.03, -0.08, 0.12], [0.11, 0.22, 0.05], [-0.06, -0.07, 0.08], [0.08, 0.05, -0.18], [0.08, 0.03, -0.06], [0.10, 0.27, 0.00], [-0.09, -0.49, 0.42], [-0.03, -0.10, -0.05], [0.00, 0.00, 0.01], [0.00, 0.08, -0.06], [0.03, 0.01, 0.08], [0.04, 0.01, -0.01], [0.01, 0.00, 0.01], [-0.01, -0.02, -0.02], [-0.01, 0.02, 0.00], [-0.11, -0.08, -0.03], [-0.02, 0.02, -0.03], [0.06, -0.13, -0.02], [-0.09, -0.02, 0.03], [0.13, 0.01, 0.07], [-0.01, -0.05, 0.01], [0.01, 0.02, -0.13], [-0.19, -0.16, 0.18], [-0.06, 0.16, -0.07], [0.02, 0.04, 0.00], [0.07, -0.01, -0.06], [0.06, -0.01, -0.04], [0.00, -0.02, -0.03], [0.00, 0.00, 0.04], [0.02, -0.01, 0.01], [0.01, 0.00, 0.00], [0.03, -0.02, 0.02], [0.03, 0.04, 0.00], [-0.01, 0.06, 0.03], [0.02, -0.03, 0.02], [0.02, -0.02, 0.01], [0.07, -0.02, -0.02], [0.00, 0.06, -0.04], [-0.01, 0.01, -0.07], [-0.01, 0.00, 0.02], [0.05, -0.01, 0.03], [0.02, -0.03, 0.02], [-0.06, -0.06, -0.02], [0.00, 0.00, 0.10], [0.03, 0.01, -0.06], [-0.08, 0.01, 0.00], [0.02, 0.03, -0.04], [0.02, -0.08, 0.01], [-0.09, 0.01, -0.01], [-0.02, 0.01, -0.01], [0.03, 0.02, -0.05], [0.02, -0.10, 0.00], [0.04, 0.05, -0.06], [-0.01, -0.06, -0.01], [-0.01, 0.05, -0.04], [-0.03, -0.04, -0.01], [0.00, 0.02, 0.07], [-0.04, 0.04, -0.06], [0.05, -0.02, -0.01], [-0.02, -0.02, 0.01], [0.02, 0.05, 0.09], [-0.03, -0.02, -0.01], [0.06, -0.02, -0.02], [0.03, -0.02, -0.05], [-0.01, 0.01, -0.04], [-0.05, -0.05, -0.01], [0.00, 0.05, -0.04], [-0.03, -0.09, 0.00], [0.08, 0.04, -0.01], [-0.01, -0.02, 0.12], [-0.01, -0.03, -0.09], [-0.04, 0.02, -0.03], [0.05, 0.02, -0.02], [0.01, 0.04, 0.11], [0.05, 0.01, -0.01], [-0.07, 0.00, -0.04], [-0.03, -0.07, 0.02], [-0.03, 0.04, 0.01], [0.02, 0.00, -0.07], [-0.01, -0.07, 0.02], [0.06, 0.01, 0.02], [-0.06, 0.06, 0.03], [0.02, 0.00, -0.09], [-0.05, 0.02, 0.02], [0.06, 0.03, 0.05], [-0.08, 0.00, -0.03], [-0.06, -0.02, 0.01], [-0.02, 0.08, 0.00], [0.01, 0.02, -0.06], [0.26, -0.27, 0.11], [0.19, 0.47, -0.14], [-0.09, -0.29, 0.15], [-0.02, 0.13, 0.08], [-0.10, 0.39, -0.24], [0.00, 0.03, 0.62], [0.07, -0.10, -0.46], [0.12, -0.34, 0.06], [0.08, 0.11, -0.19], [0.00, 0.00, 0.02], [-0.05, -0.14, 0.13], [0.04, -0.05, 0.07], [-0.01, 0.14, 0.06], [0.12, -0.13, -0.09], [0.07, 0.21, -0.07], [-0.11, 0.00, 0.09], [-0.01, 0.01, -0.02], [-0.01, 0.06, 0.02], [0.03, -0.07, -0.02], [0.05, 0.01, -0.03]]}

***

{"formula": "C18H55BrNO22P7", "method": "ωB97M-V/def2-TZVPD", "smiles": "NC(=O)CC[PH3]P(O)Br.COP(=O)(OC)OC.COP(=O)(OC)OC.COP(=O)(OC)OC.COP(=O)(OC)OC.COP(=O)(OC)OC", "homo_ev": -7.29, "e_tot_ev": -201157.286, "multiplicity": 1, "lumo_ev": -0.45, "orbital_gap_ha": 0.2516, "charge": 0, "symbols": ["N", "C", "O", "C", "C", "P", "P", "O", "Br", "H", "H", "H", "H", "H", "H", "H", "H", "H", "H", "C", "O", "P", "O", "O", "C", "O", "C", "H", "H", "H", "H", "H", "H", "H", "H", "H", "C", "O", "P", "O", "O", "C", "O", "C", "H", "H", "H", "H", "H", "H", "H", "H", "H", "C", "O", "P", "O", "O", "C", "O", "C", "H", "H", "H", "H", "H", "H", "H", "H", "H", "C", "O", "P", "O", "O", "C", "O", "C", "H", "H", "H", "H", "H", "H", "H", "H", "H", "C", "O", "P", "O", "O", "C", "O", "C", "H", "H", "H", "H", "H", "H", "H", "H", "H"], "coordinates": [[3.059017, 0.467510, -1.306939], [2.910383, 1.014372, -2.621382], [2.258571, 0.492525, -3.494108], [3.596533, 2.331277, -2.827761], [2.909262, 3.432401, -1.999210], [1.026603, 3.351729, -2.071870], [-1.258001, 3.015141, -2.215323], [-1.459743, 2.004623, -3.502157], [-1.724371, 1.699519, -0.461356], [2.154099, 0.130051, -0.996924], [3.690015, -0.326387, -1.381313], [4.604814, 2.213524, -2.424751], [3.665529, 2.583548, -3.881913], [3.208742, 3.205169, -0.976051], [3.322790, 4.414497, -2.226193], [1.082024, 2.812876, -3.411221], [0.834456, 4.747673, -1.970695], [1.027468, 2.589823, -0.848876], [-1.004258, 2.340652, -4.284913], [9.017899, -3.877401, -0.987858], [7.717166, -3.987435, -1.574027], [6.774270, -2.681205, -1.509010], [7.493072, -1.617673, -2.217736], [6.855650, -2.500696, 0.123821], [6.627744, -3.610392, 1.002671], [5.233979, -2.214383, -1.613794], [4.182179, -2.959923, -0.944118], [9.738117, -4.222735, -1.725527], [9.255625, -2.858760, -0.694805], [9.065456, -4.526503, -0.113156], [7.456254, -3.668514, 1.707747], [6.557609, -4.556204, 0.465174], [5.706615, -3.448020, 1.560213], [4.127264, -2.657949, 0.100937], [4.339121, -4.033936, -1.014301], [3.240480, -2.715843, -1.422316], [-2.202416, -5.841004, -1.106405], [-1.308562, -5.115901, -1.958354], [-0.117873, -4.302044, -1.235727], [0.672945, -5.291109, -0.497515], [-1.091749, -3.430443, -0.240138], [-2.241573, -2.738665, -0.746580], [0.936360, -3.098319, -1.463662], [0.510383, -1.863782, -2.097496], [-2.265653, -6.856460, -1.489965], [-1.865608, -5.860567, -0.074035], [-3.188810, -5.379114, -1.157554], [-3.103801, -3.012186, -0.138683], [-2.451261, -2.990948, -1.786698], [-2.084573, -1.663674, -0.665147], [0.039633, -1.214955, -1.357713], [-0.176644, -2.045573, -2.921791], [1.394236, -1.367440, -2.487374], [6.412919, 4.701260, 2.132728], [7.040939, 4.140640, 0.974360], [6.424026, 2.754477, 0.406111], [5.025984, 3.045635, 0.072143], [6.582440, 1.968388, 1.849514], [7.821688, 1.977941, 2.563097], [6.689149, 1.405721, -0.451201], [7.940580, 0.682608, -0.368290], [6.194328, 5.743549, 1.912391], [5.495850, 4.183675, 2.398287], [7.110948, 4.653779, 2.968810], [7.627247, 2.281873, 3.591414], [8.547043, 2.665263, 2.126315], [8.243083, 0.973143, 2.571459], [7.929435, 0.033067, 0.505749], [8.794840, 1.357266, -0.322829], [8.022499, 0.065215, -1.259707], [-7.692999, 2.768475, 3.653605], [-6.690733, 2.041357, 4.381642], [-5.387594, 2.868470, 4.835368], [-5.850384, 3.948972, 5.707186], [-5.004768, 3.390011, 3.325255], [-4.966100, 2.472035, 2.221336], [-3.839899, 2.675051, 5.291094], [-2.985237, 1.740897, 4.602945], [-8.650841, 2.581372, 4.133878], [-7.499364, 3.837084, 3.632742], [-7.728984, 2.386474, 2.633093], [-5.568196, 2.877811, 1.410478], [-5.357296, 1.490325, 2.489463], [-3.938309, 2.365262, 1.874492], [-2.587917, 2.200107, 3.698350], [-3.508285, 0.819292, 4.351003], [-2.156275, 1.501929, 5.263973], [-7.199166, -0.972315, -1.521083], [-8.258444, -0.027761, -1.709633], [-9.008210, 0.507885, -0.377679], [-7.969621, 1.142459, 0.436361], [-9.389578, -1.011802, 0.146124], [-10.021300, -1.956659, -0.723080], [-10.369673, 1.140634, 0.243557], [-11.666895, 0.711790, -0.218087], [-6.335384, -0.605427, -2.071009], [-6.939320, -1.099749, -0.474164], [-7.505162, -1.932172, -1.938204], [-9.455665, -2.887315, -0.692541], [-10.064124, -1.607062, -1.755207], [-11.033320, -2.154323, -0.371071], [-11.951970, -0.209305, 0.287866], [-11.687253, 0.565145, -1.296703], [-12.382199, 1.486784, 0.042185]], "forces_ev_per_angstrom": [[-0.15, 0.10, -0.06], [0.23, 0.24, -0.49], [-0.33, -0.23, 0.07], [0.39, 0.23, 0.24], [-0.06, -0.38, 0.33], [1.33, -0.71, 0.12], [-1.24, 1.24, 0.00], [0.21, -0.43, 0.09], [0.37, -0.26, -0.23], [0.04, -0.26, -0.03], [0.17, 0.10, 0.25], [0.11, 0.10, -0.01], [-0.21, -0.17, -0.16], [-0.23, 0.28, 0.13], [-0.06, 0.06, -0.26], [-0.26, 0.19, -0.08], [-0.29, -0.03, 0.06], [-0.15, 0.06, -0.01], [0.12, -0.08, -0.01], [0.37, -0.10, 0.18], [-2.36, -0.96, -1.15], [2.31, 3.60, 2.84], [-0.11, -0.22, -0.55], [-0.13, -0.39, -0.23], [0.09, 0.20, 0.09], [-0.13, -2.61, -1.09], [-0.08, 0.11, 0.13], [-0.07, 0.03, -0.07], [-0.08, 0.07, -0.10], [-0.07, 0.01, -0.03], [0.01, 0.01, 0.00], [0.02, -0.01, 0.00], [0.00, 0.01, 0.00], [0.11, 0.01, -0.01], [-0.05, -0.03, -0.01], [0.07, -0.02, -0.15], [-0.32, -0.19, 0.16], [1.14, 1.25, -2.22], [-0.56, -0.40, 5.43], [0.34, -0.18, -0.34], [-0.12, 0.05, -0.55], [0.06, -0.03, 0.25], [-0.96, -0.54, -2.74], [0.14, 0.16, 0.12], [0.09, 0.02, -0.04], [0.15, 0.02, -0.03], [0.05, 0.05, -0.04], [0.00, -0.01, 0.02], [-0.01, -0.01, 0.00], [0.00, 0.01, 0.00], [-0.06, -0.09, 0.02], [-0.01, 0.02, -0.02], [-0.05, -0.13, -0.09], [-0.09, 0.19, 0.31], [1.79, -0.39, -2.27], [-3.78, -2.01, 3.82], [0.12, 0.39, -0.36], [0.37, 0.11, -0.15], [-0.26, -0.06, 0.08], [2.08, 1.97, -1.05], [0.19, -0.12, -0.07], [0.01, -0.03, -0.10], [-0.03, -0.05, -0.13], [0.03, -0.04, -0.06], [0.00, 0.00, 0.02], [0.01, 0.02, 0.02], [0.00, -0.01, 0.00], [-0.09, 0.06, 0.03], [0.00, 0.07, 0.06], [-0.13, 0.16, 0.10], [-0.37, 0.08, -0.46], [1.42, -2.07, 1.28], [-0.22, 4.91, -2.13], [-0.03, -0.15, 0.47], [0.06, -0.49, 0.10], [0.01, 0.26, -0.03], [-1.10, -2.66, 0.35], [0.16, 0.13, -0.02], [0.09, -0.04, 0.13], [0.11, 0.00, 0.18], [0.05, -0.06, 0.04], [-0.04, -0.03, 0.00], [-0.06, 0.02, -0.05], [0.01, 0.04, -0.01], [-0.08, 0.03, -0.01], [0.02, -0.02, -0.02], [-0.06, 0.04, 0.10], [0.30, -0.28, -0.04], [-1.98, 1.83, -1.25], [2.00, -3.26, 4.29], [0.10, 0.58, -0.11], [-0.23, 0.11, -0.36], [0.15, -0.04, 0.23], [-0.19, 0.83, -2.92], [-0.11, -0.02, 0.18], [-0.05, 0.10, 0.01], [-0.05, 0.13, 0.04], [-0.06, 0.05, 0.00], [0.00, -0.02, 0.00], [0.02, -0.02, -0.02], [0.00, -0.02, 0.01], [0.09, -0.01, 0.00], [-0.03, 0.00, -0.01], [0.10, 0.09, 0.01]]}